# C66H77F7N6

A cluster of 13 separate species, C66H77F7N6 in total at a distorted geometry (ωB97M-V with the def2-TZVPD basis set, OMol25).

Computed properties:
LUMO energy in eV: 0.3932

The geometry in XYZ format:
```
156
Properties=species:S:1:pos:R:3:forces:R:3:lowdin_charge:R:1
C -3.159 -3.787 -0.020 -0.523 -0.091 -0.236 -0.103
C -4.483 -3.983 -0.818 1.392 -0.975 1.209 -0.234
C -5.635 -3.136 -0.373 -0.848 0.556 0.143 -0.191
C -5.400 -1.726 -0.510 0.112 2.141 -0.807 -0.228
N -5.288 -0.581 -0.624 0.113 -0.915 0.177 0.195
H -2.376 -4.407 -0.457 0.098 0.288 -0.185 0.066
H -3.222 -4.142 1.009 -0.380 0.055 0.079 0.060
H -2.842 -2.745 0.031 0.127 0.028 -0.241 0.048
H -4.764 -5.014 -0.602 -0.141 -0.161 -0.438 0.109
H -4.290 -3.872 -1.885 -0.168 0.053 0.086 0.100
H -5.952 -3.157 0.670 0.305 -0.973 0.321 0.122
H -6.530 -3.367 -0.950 -0.077 -0.026 -0.085 0.128
C 3.213 -4.831 2.739 1.028 -0.089 1.267 -0.103
C 3.097 -4.695 1.258 -1.914 1.034 -0.022 -0.288
C 3.925 -5.570 0.387 1.137 -0.598 -1.108 -0.197
C 3.784 -6.990 0.636 -0.675 -3.083 1.154 -0.231
N 3.633 -8.127 0.865 0.378 2.450 -0.561 0.139
H 4.238 -4.678 3.077 0.347 0.027 -0.131 0.064
H 2.957 -5.802 3.164 -0.358 -0.073 -0.272 0.080
H 2.678 -4.044 3.270 -0.404 -0.103 -0.185 0.060
H 3.157 -3.632 1.025 0.785 0.060 -0.309 0.098
H 2.048 -4.842 0.997 -0.215 -0.459 -0.022 0.089
H 5.000 -5.391 0.410 0.126 0.360 0.332 0.125
H 3.691 -5.502 -0.675 -0.292 0.560 -0.096 0.121
C -1.347 -1.166 4.914 1.038 -0.385 0.868 -0.077
C -1.780 -2.662 5.017 -0.373 1.068 -0.919 -0.216
C -0.864 -3.723 4.403 0.852 -0.074 -0.890 -0.160
C -0.626 -3.652 2.918 -0.474 0.431 -0.135 -0.168
N -0.449 -3.574 1.777 -0.081 -0.214 1.150 0.180
H -0.901 -0.739 4.016 -0.548 -0.547 -0.519 0.043
H -0.512 -1.065 5.607 0.223 0.021 0.270 0.069
H -2.076 -0.460 5.313 -0.408 -0.280 -0.263 0.064
H -2.754 -2.814 4.552 -0.141 0.133 0.096 0.083
H -1.899 -2.840 6.086 0.038 -0.357 -0.080 0.112
H -1.257 -4.722 4.592 -0.052 0.008 0.083 0.118
H 0.151 -3.705 4.798 0.018 0.076 0.379 0.112
C 3.709 1.903 0.136 0.439 -1.728 0.442 -0.083
C 4.863 1.002 0.669 0.027 0.298 -1.096 -0.246
C 5.433 1.399 1.987 -0.114 1.193 1.513 -0.212
C 5.699 2.850 2.090 1.243 2.981 -0.054 -0.213
N 5.953 4.000 2.147 -0.892 -3.315 -0.159 0.131
H 3.416 1.510 -0.837 0.063 0.251 -0.187 0.046
H 3.988 2.954 0.075 -0.111 -0.080 0.108 0.072
H 2.861 1.692 0.788 -0.150 0.567 0.057 0.041
H 5.705 1.016 -0.023 -0.091 -0.053 -0.361 0.111
H 4.571 -0.041 0.791 -0.355 0.001 -0.284 0.091
H 6.341 0.846 2.226 0.082 0.055 -0.019 0.117
H 4.742 1.225 2.812 -0.151 -0.306 -0.050 0.086
C -0.153 1.094 -0.715 0.994 0.638 -0.852 -0.099
C -1.021 0.036 -0.136 -1.088 -0.100 -0.208 -0.251
C -0.754 -0.344 1.318 0.884 -0.184 0.039 -0.152
C 0.707 -0.605 1.605 -3.313 0.180 -0.881 -0.211
N 1.813 -0.776 1.781 2.141 -0.314 0.448 0.186
H -0.659 1.555 -1.563 0.101 -0.005 -0.166 0.049
H 0.761 0.632 -1.086 0.221 0.098 -0.103 0.065
H 0.162 1.925 -0.083 -0.290 -0.165 0.435 0.066
H -1.038 -0.798 -0.838 0.676 -0.640 0.377 0.097
H -2.062 0.325 -0.284 -0.323 0.365 0.831 0.092
H -1.367 -1.208 1.575 0.346 -0.127 0.177 0.075
H -1.013 0.454 2.014 -0.219 0.272 -0.173 0.092
C 1.257 2.806 -3.650 0.114 0.539 -1.011 -0.111
C 2.070 3.756 -2.793 -0.915 -0.091 0.240 -0.238
C 2.233 5.227 -3.324 0.590 -1.192 0.927 -0.164
C 1.031 6.036 -3.353 -1.769 0.636 -0.384 -0.238
N 0.077 6.690 -3.446 1.164 -0.841 0.274 0.139
H 1.544 3.022 -4.679 0.116 -0.566 -0.322 0.074
H 0.176 2.944 -3.654 -0.060 -0.017 0.458 0.056
H 1.556 1.798 -3.364 -0.418 -0.117 -0.284 0.060
H 2.992 3.189 -2.668 0.579 0.942 -0.019 0.099
H 1.593 3.718 -1.813 0.187 0.566 0.316 0.095
H 2.668 5.236 -4.323 0.094 -0.044 0.026 0.120
H 2.903 5.735 -2.630 0.282 0.076 -0.182 0.116
F 2.216 0.675 -6.718 1.325 -0.039 0.686 0.079
C 1.209 1.010 -7.494 -3.066 0.006 0.708 -0.321
C 1.372 1.282 -8.810 0.026 0.389 -1.785 -0.016
C 0.238 1.500 -9.616 -0.159 0.113 0.747 -0.069
C -1.020 1.467 -9.044 -0.657 -0.145 -0.207 -0.118
C -1.240 1.213 -7.700 2.192 -0.019 0.018 -0.060
C -0.079 1.013 -6.910 -1.003 0.010 -0.422 0.009
H 2.365 1.347 -9.229 0.097 -0.161 -0.054 0.117
H 0.250 1.716 -10.674 0.623 -0.025 -0.033 0.103
H -1.911 1.618 -9.635 0.097 0.075 -0.404 0.099
H -2.269 1.170 -7.375 0.211 -0.016 0.613 0.090
H -0.220 0.853 -5.851 0.346 -0.204 0.153 0.085
F -5.159 -2.765 3.395 0.053 0.851 0.389 0.014
C -5.003 -1.460 3.821 1.029 0.300 -2.164 -0.257
C -5.388 -1.099 5.078 -0.280 -0.541 -0.241 -0.027
C -5.236 0.229 5.445 -0.595 -0.729 1.084 -0.097
C -4.600 1.120 4.646 -0.271 0.332 -0.420 -0.109
C -4.250 0.764 3.340 0.325 0.130 0.669 -0.069
C -4.431 -0.540 2.880 -0.704 -0.050 1.452 0.016
H -5.834 -1.850 5.713 -0.112 0.081 0.126 0.122
H -5.694 0.554 6.367 0.287 0.005 0.285 0.110
H -4.497 2.113 5.057 0.195 0.276 -0.467 0.108
H -3.826 1.600 2.803 0.121 -0.411 -0.856 0.089
H -4.212 -0.810 1.858 0.038 -0.183 0.029 0.083
F 3.412 -0.044 -2.943 -0.194 -0.783 0.467 0.026
C 2.574 -1.123 -2.819 -1.128 -0.469 -0.606 -0.271
C 2.415 -1.803 -1.601 0.024 0.210 -1.047 -0.016
C 1.453 -2.838 -1.511 0.711 0.691 -1.155 -0.062
C 0.687 -3.158 -2.654 0.519 0.383 0.522 -0.097
C 0.842 -2.483 -3.865 1.191 0.646 1.161 -0.062
C 1.833 -1.454 -3.954 -1.165 -0.788 0.286 0.000
H 3.122 -1.464 -0.858 -0.324 -0.326 0.691 0.094
H 1.340 -3.430 -0.615 -0.056 0.213 0.156 0.068
H -0.028 -3.965 -2.588 -0.122 -0.018 0.049 0.096
H 0.177 -2.792 -4.658 0.278 0.342 -0.420 0.101
H 1.960 -0.898 -4.871 0.115 0.064 -0.022 0.091
F 6.382 1.247 6.155 0.241 -0.440 0.097 0.063
C 6.340 0.110 5.435 -1.411 -0.577 -1.222 -0.267
C 7.485 -0.498 4.948 0.335 0.311 0.507 -0.024
C 7.375 -1.636 4.163 -0.320 0.748 -0.367 -0.087
C 6.130 -2.045 3.724 0.024 -1.457 -0.067 -0.113
C 4.955 -1.443 4.126 0.566 1.227 1.373 -0.080
C 5.072 -0.383 5.043 0.436 -0.043 -0.041 -0.015
H 8.467 -0.112 5.181 0.001 0.150 0.188 0.116
H 8.262 -2.116 3.779 0.056 -0.118 0.166 0.106
H 6.099 -2.992 3.206 -0.155 0.086 -0.553 0.089
H 3.962 -1.733 3.819 0.086 -0.263 -0.152 0.088
H 4.163 0.034 5.452 0.067 0.403 0.006 0.110
F -5.510 3.665 1.641 -0.887 -0.832 -0.170 0.049
C -4.571 3.729 0.677 0.183 -0.058 0.276 -0.317
C -4.290 2.685 -0.206 0.281 0.820 -0.413 -0.002
C -3.207 2.864 -1.086 0.158 0.582 0.453 -0.065
C -2.391 4.029 -1.072 -1.424 -0.385 1.454 -0.075
C -2.670 4.989 -0.083 -1.520 -0.504 -0.406 -0.075
C -3.853 4.877 0.743 3.403 0.890 -1.473 -0.022
H -4.959 1.842 -0.291 0.221 -0.262 0.181 0.074
H -2.939 2.054 -1.749 -0.273 -0.016 -0.246 0.069
H -1.607 4.194 -1.796 0.200 -0.175 0.089 0.088
H -2.014 5.842 -0.003 -0.175 0.258 0.067 0.100
H -4.052 5.680 1.438 -0.257 -0.210 0.167 0.117
F 2.724 2.220 3.654 -0.786 0.077 -0.066 0.044
C 1.466 2.612 3.300 0.310 1.083 -0.239 -0.262
C 1.312 3.446 2.200 -0.463 0.262 -0.179 -0.010
C 0.019 3.850 1.816 0.673 -0.976 0.596 -0.067
C -1.058 3.411 2.573 -0.381 0.625 0.239 -0.088
C -0.884 2.733 3.781 -0.213 0.439 -1.888 -0.081
C 0.390 2.344 4.117 -0.020 -0.988 1.273 -0.029
H 2.166 3.850 1.676 0.178 -0.297 -0.044 0.110
H -0.116 4.428 0.914 -0.048 0.131 0.069 0.091
H -2.066 3.703 2.319 -0.044 0.022 -0.307 0.082
H -1.808 2.499 4.289 0.362 -0.226 0.663 0.094
H 0.509 1.835 5.062 0.412 -0.239 0.013 0.117
F -3.058 -1.940 -2.837 -0.811 -0.918 0.434 0.065
C -3.448 -0.854 -3.505 0.278 1.059 -0.369 -0.299
C -2.461 0.094 -3.603 0.720 0.369 0.153 -0.029
C -2.651 1.211 -4.380 -0.562 0.382 0.300 -0.106
C -3.874 1.413 -5.008 0.530 0.380 -0.085 -0.100
C -4.882 0.478 -4.892 0.179 -0.152 0.428 -0.064
C -4.683 -0.640 -4.076 -0.198 -0.849 -0.661 -0.013
H -1.579 -0.067 -3.001 0.343 -0.019 -0.236 0.103
H -1.939 2.020 -4.449 0.349 -0.159 0.093 0.098
H -3.937 2.360 -5.523 -0.576 -0.122 -0.380 0.108
H -5.817 0.582 -5.422 -0.093 0.118 0.108 0.107
H -5.450 -1.399 -4.035 -0.069 -0.066 0.199 0.114
```
Forces are in eV/Å.